i:
This record from the OMol25 dataset describes the molecule C2H3NO2. The level of theory is wB97M-V/def2-TZVPD.

Structure (ORCA input):
```
! RIJCOSX wB97M-V def2-TZVPD def2/J DEFGRID3
* xyz 0 1
O -0.6443 -0.4168 -0.0594
O -2.8005 -0.1507 0.3171
N 0.6704 0.3271 0.2637
C -1.7066 0.2912 0.1054
C 1.6635 -0.3783 -0.0537
H -1.6033 1.5003 0.1028
H 1.7825 -1.2334 -0.5927
H 2.6384 0.0605 -0.0832
*
```

The HOMO-LUMO gap is 10.76 eV. Its SMILES is C=NOC=O. The HOMO energy comes out at -10.39 eV. As for the molar mass: 73.05 u.

Atom charges from the natural (NBO) analysis, given in e for atoms 1 to 6:
1. O -0.417
2. O -0.560
3. N -0.074
4. C 0.649
5. C -0.091
6. H 0.096


ii:
This record from the OMol25 dataset describes a structure of composition C2H3NO2. The level of theory is wB97M-V/def2-TZVPD.

Structure (ORCA input):
```
! RIJCOSX wB97M-V def2-TZVPD def2/J DEFGRID3
* xyz 0 1
O -1.5289 -1.4504 0.0996
O 1.6445 -1.3689 -0.1663
N -0.0353 0.4030 -0.0986
C 1.2656 -0.1527 0.1283
C -1.3604 -0.2072 -0.0238
H -2.2403 0.7274 -0.4933
H 2.0844 0.5517 0.5293
H 0.1703 1.4970 0.0248
*
```

The HOMO-LUMO gap is 10.20 eV. The HOMO energy comes out at -10.31 eV. As for the molar mass: 73.05 u.

Atom charges from the natural (NBO) analysis, given in e for atoms 1 to 6:
1. O -0.510
2. O -0.531
3. N -0.706
4. C 0.498
5. C 0.543
6. H 0.141


iii:
This record from the OMol25 dataset describes the molecule C2H3NO2. The level of theory is wB97M-V/def2-TZVPD.

Structure (ORCA input):
```
! RIJCOSX wB97M-V def2-TZVPD def2/J DEFGRID3
* xyz 0 1
O 0.4246 -0.9989 1.2869
O 1.0011 -0.6429 -1.3439
N 0.2635 1.1946 -0.2050
C 0.2654 -0.1491 -0.5268
C -0.5144 -1.0248 0.5176
H 0.3912 1.7743 -1.0209
H -1.3833 -1.6668 0.8574
H -0.4482 1.5135 0.4345
*
```

The HOMO-LUMO gap is 10.06 eV. Its SMILES is NC(=O)C=O. The HOMO energy comes out at -9.57 eV. As for the molar mass: 73.05 u.

Atom charges from the natural (NBO) analysis, given in e for atoms 1 to 6:
1. O -0.481
2. O -0.570
3. N -0.826
4. C 0.641
5. C 0.267
6. H 0.402


Going by the energies, iii is most stable and the next is 13.3 kcal/mol up.


i:
This record from the OMol25 dataset describes the molecule C2H3NO2. The level of theory is wB97M-V/def2-TZVPD.

Structure (ORCA input):
```
! RIJCOSX wB97M-V def2-TZVPD def2/J DEFGRID3
* xyz 0 1
O 1.2329 1.2601 -0.1238
O 1.3647 0.1743 -1.0467
N -0.6109 0.1897 0.6948
C -0.0833 -0.5897 -0.4124
C 0.2785 1.0967 0.7693
H 0.0743 -1.6567 -0.4090
H 0.2146 2.0226 1.3985
H -0.7260 -0.3750 -1.2342
*
```

The HOMO-LUMO gap is 10.59 eV. Its SMILES is C1=NCOO1. The HOMO energy comes out at -9.62 eV. As for the molar mass: 73.05 u.

Atom charges from the natural (NBO) analysis, given in e for atoms 1 to 6:
1. O -0.249
2. O -0.272
3. N -0.481
4. C 0.041
5. C 0.380
6. H 0.201


ii:
This record from the OMol25 dataset describes the molecule C2H3NO2. The level of theory is wB97M-V/def2-TZVPD.

Structure (ORCA input):
```
! RIJCOSX wB97M-V def2-TZVPD def2/J DEFGRID3
* xyz 0 1
O 1.4851 -0.8753 0.0374
O -1.2761 -0.8549 -0.0598
N -1.2515 0.5407 0.0387
C -0.0696 0.9988 -0.0007
C 1.2786 0.3230 -0.0308
H -2.2186 -1.0137 0.1599
H -0.0312 2.1015 -0.0025
H 2.0844 1.0383 -0.0600
*
```

The HOMO-LUMO gap is 9.63 eV. Its SMILES is O=C/C=N\O. The HOMO energy comes out at -9.96 eV. As for the molar mass: 73.05 u.

Atom charges from the natural (NBO) analysis, given in e for atoms 1 to 6:
1. O -0.462
2. O -0.529
3. N -0.056
4. C -0.105
5. C 0.356
6. H 0.479


Going by the energies, ii is most stable and the next is 46.0 kcal/mol up.


i:
This record from the OMol25 dataset describes the molecule C2H3NO2. The level of theory is wB97M-V/def2-TZVPD.

Structure (ORCA input):
```
! RIJCOSX wB97M-V def2-TZVPD def2/J DEFGRID3
* xyz 0 1
O 0.1187 1.2683 -0.5888
O 0.6546 -1.0707 -0.6293
N -0.2787 -0.4952 2.4847
C -0.3082 0.0785 -0.2067
C -0.3697 -0.1170 1.3949
H 0.0156 1.3199 -1.5449
H -1.3043 -0.1984 -0.5964
H 1.4721 -0.7855 -0.3135
*
```

The HOMO-LUMO gap is 11.89 eV. Its SMILES is N#CC(O)O. The HOMO energy comes out at -11.55 eV. As for the molar mass: 73.05 u.

Atom charges from the natural (NBO) analysis, given in e for atoms 1 to 6:
1. O -0.670
2. O -0.717
3. N -0.304
4. C 0.333
5. C 0.208
6. H 0.497


ii:
This record from the OMol25 dataset describes the molecule C2H3NO2. The level of theory is wB97M-V/def2-TZVPD.

Structure (ORCA input):
```
! RIJCOSX wB97M-V def2-TZVPD def2/J DEFGRID3
* xyz 0 1
O 0.9725 -1.1608 0.0047
O -1.4635 -1.0020 0.0173
N 1.1864 0.1112 -0.0548
C 0.1776 0.7603 0.0345
C -1.1089 0.1098 -0.0451
H -2.0203 0.8108 -0.1067
H 1.8299 -1.3993 0.0068
H 0.4262 1.7699 0.1434
*
```

The HOMO-LUMO gap is 9.67 eV. Its SMILES is O=C/C=N\O. The HOMO energy comes out at -9.41 eV. As for the molar mass: 73.05 u.

Atom charges from the natural (NBO) analysis, given in e for atoms 1 to 6:
1. O -0.483
2. O -0.465
3. N -0.051
4. C -0.139
5. C 0.361
6. H 0.089


iii:
This record from the OMol25 dataset describes the molecule C2H3NO2. The level of theory is wB97M-V/def2-TZVPD.

Structure (ORCA input):
```
! RIJCOSX wB97M-V def2-TZVPD def2/J DEFGRID3
* xyz 0 1
O -1.5748 1.6841 1.3891
O 0.8338 -0.7714 -1.6468
N -0.8193 0.6700 1.0688
C 1.0337 0.3223 -0.8988
C 0.0151 0.0908 0.2655
H 0.1741 -0.8954 0.5522
H 1.4747 -0.9435 -2.3379
H -1.1372 -0.1569 1.6079
*
```

The HOMO-LUMO gap is 8.39 eV. The HOMO energy comes out at -9.06 eV. As for the molar mass: 73.05 u.

Atom charges from the natural (NBO) analysis, given in e for atoms 1 to 6:
1. O -0.471
2. O -0.664
3. N -0.014
4. C 0.262
5. C -0.158
6. H 0.183


Going by the energies, i is most stable and the next is 51.3 kcal/mol up.


i:
This record from the OMol25 dataset describes the molecule C2H3NO2. The level of theory is wB97M-V/def2-TZVPD.

Structure (ORCA input):
```
! RIJCOSX wB97M-V def2-TZVPD def2/J DEFGRID3
* xyz 0 1
O 0.2974 -0.4620 -2.2178
O 0.4588 1.1742 1.4580
N -0.3964 -0.2366 -0.0537
C 0.3851 0.0979 -1.1331
C -0.2312 0.2223 1.2201
H 1.1074 0.8575 -1.0010
H -0.7036 -0.5361 2.0179
H -0.9176 -1.1173 -0.2905
*
```

The HOMO-LUMO gap is 11.05 eV. Its SMILES is O=CNC=O. The HOMO energy comes out at -10.50 eV. As for the molar mass: 73.05 u.

Atom charges from the natural (NBO) analysis, given in e for atoms 1 to 6:
1. O -0.557
2. O -0.550
3. N -0.666
4. C 0.532
5. C 0.549
6. H 0.150


ii:
This record from the OMol25 dataset describes the molecule C2H3NO2. The level of theory is wB97M-V/def2-TZVPD.

Structure (ORCA input):
```
! RIJCOSX wB97M-V def2-TZVPD def2/J DEFGRID3
* xyz 0 1
O -1.2040 -0.0074 -0.0940
O 2.0604 0.0879 -0.5907
N -0.2535 0.1027 -1.0760
C -0.3303 -0.2282 1.0184
C 0.8829 0.1560 -0.3599
H -0.4263 0.5113 1.9450
H -0.1833 -1.1908 1.1620
H -0.5458 0.5684 -2.0047
*
```

The HOMO-LUMO gap is 10.35 eV. Its SMILES is O=C1CON1. The HOMO energy comes out at -9.54 eV. As for the molar mass: 73.05 u.

Atom charges from the natural (NBO) analysis, given in e for atoms 1 to 6:
1. O -0.381
2. O -0.550
3. N -0.351
4. C -0.175
5. C 0.665
6. H 0.211


Going by the energies, i is most stable and the next is 89.7 kcal/mol up.


i:
This record from the OMol25 dataset describes a cluster of 2 separate species, C2H3NO2 in total. The level of theory is wB97M-V/def2-TZVPD.

Structure (ORCA input):
```
! RIJCOSX wB97M-V def2-TZVPD def2/J DEFGRID3
* xyz 0 1
O -0.5759 0.7997 1.2368
O -1.0382 -1.2381 -1.3921
N -0.3710 -1.8944 -0.6732
C 0.1911 -2.5511 0.0901
C -0.4437 1.3844 0.2020
H 0.2185 2.2600 0.1032
H 0.8881 -3.0838 0.6549
H -0.9570 1.0857 -0.7244
*
```

The HOMO-LUMO gap is 10.87 eV. Its SMILES is C#[N+][O-].C=O. The HOMO energy comes out at -9.90 eV. As for the molar mass: 73.05 u.

Atom charges from the natural (NBO) analysis, given in e for atoms 1 to 6:
1. O -0.504
2. O -0.412
3. N 0.223
4. C -0.055
5. C 0.280
6. H 0.095


ii:
This record from the OMol25 dataset describes the molecule C2H3NO2. The level of theory is wB97M-V/def2-TZVPD.

Structure (ORCA input):
```
! RIJCOSX wB97M-V def2-TZVPD def2/J DEFGRID3
* xyz 0 1
O -0.1035 0.4369 -1.0951
O -0.1961 1.2598 -3.2394
N -1.5467 1.8462 -2.7397
C 0.0561 -0.2009 0.3402
C -0.7428 1.1304 -2.0199
H -0.8769 -0.0889 0.8864
H 0.8747 0.3538 0.7776
H 0.2919 -1.2307 0.1103
*
```

The HOMO-LUMO gap is 9.09 eV. Its SMILES is COC1=NO1. The HOMO energy comes out at -8.68 eV. As for the molar mass: 73.05 u.

Atom charges from the natural (NBO) analysis, given in e for atoms 1 to 6:
1. O -0.558
2. O -0.431
3. N -0.235
4. C -0.176
5. C 0.764
6. H 0.206


iii:
This record from the OMol25 dataset describes the molecule C2H3NO2. The level of theory is wB97M-V/def2-TZVPD.

Structure (ORCA input):
```
! RIJCOSX wB97M-V def2-TZVPD def2/J DEFGRID3
* xyz 0 1
O -1.5305 -1.4219 0.0282
O 1.8316 -1.3027 -0.1431
N -0.0101 0.2966 -0.2593
C -1.3254 -0.2464 -0.0840
C 1.2075 -0.1457 0.1001
H -0.1020 1.3765 0.2957
H -1.9181 0.6557 -0.2281
H 1.8469 0.7880 0.2905
*
```

The HOMO-LUMO gap is 10.13 eV. Its SMILES is O=CNC=O. The HOMO energy comes out at -10.24 eV. As for the molar mass: 73.05 u.

Atom charges from the natural (NBO) analysis, given in e for atoms 1 to 6:
1. O -0.476
2. O -0.549
3. N -0.642
4. C 0.539
5. C 0.496
6. H 0.383


iv:
This record from the OMol25 dataset describes a cluster of 2 separate species, C2H3NO2 in total. The level of theory is wB97M-V/def2-TZVPD.

Structure (ORCA input):
```
! RIJCOSX wB97M-V def2-TZVPD def2/J DEFGRID3
* xyz 0 1
O -2.9917 -1.0556 0.3611
O 0.8020 -1.5411 -0.7312
N 1.0148 -1.3130 0.6780
C 0.5247 -0.3736 -0.1573
C -2.4056 -0.2290 -0.1628
H 2.0535 -1.5916 0.8953
H -2.7150 0.5032 -0.8160
H 1.0302 0.5479 -0.4616
*
```

The HOMO-LUMO gap (alpha / beta) is 8.29 / 9.11 eV. The HOMO energy (alpha / beta) comes out at -7.88 / -8.36 eV. As for the molar mass: 73.05 u.

Atom charges from the natural (NBO) analysis, given in e for atoms 1 to 6:
1. O -0.440
2. O -0.381
3. N -0.393
4. C 0.216
5. C 0.369
6. H 0.360


Going by the energies, iii is most stable and the next is 42.7 kcal/mol up.


i:
This record from the OMol25 dataset describes the molecule C2H3NO2. The level of theory is wB97M-V/def2-TZVPD.

Structure (ORCA input):
```
! RIJCOSX wB97M-V def2-TZVPD def2/J DEFGRID3
* xyz 0 1
O -0.7578 -0.9033 -0.0805
O 0.1993 1.1807 -0.0832
N 0.6927 -1.0159 0.0073
C -1.0373 0.3710 0.0851
C 1.1482 0.1387 0.0614
H 2.1310 0.5023 0.0176
H -1.7248 0.7923 -0.7435
H -1.4517 0.5392 1.1049
*
```

The HOMO-LUMO gap is 10.53 eV. Its SMILES is C1=NOCO1. The HOMO energy comes out at -9.60 eV. As for the molar mass: 73.05 u.

Atom charges from the natural (NBO) analysis, given in e for atoms 1 to 6:
1. O -0.379
2. O -0.501
3. N -0.154
4. C 0.209
5. C 0.298
6. H 0.213


ii:
This record from the OMol25 dataset describes the molecule C2H3NO2. The level of theory is wB97M-V/def2-TZVPD.

Structure (ORCA input):
```
! RIJCOSX wB97M-V def2-TZVPD def2/J DEFGRID3
* xyz 0 1
O 1.5260 0.2871 1.1230
O 1.5663 1.6089 0.5849
N 0.4709 1.5012 -0.2319
C 0.2125 0.2857 0.0170
C -0.7681 -0.7319 -0.2891
H -1.6357 -0.7456 0.4375
H -0.3375 -1.7901 -0.2864
H -1.0345 -0.4153 -1.3550
*
```

The HOMO-LUMO gap is 10.84 eV. Its SMILES is Cc1noo1. The HOMO energy comes out at -10.17 eV. As for the molar mass: 73.05 u.

Atom charges from the natural (NBO) analysis, given in e for atoms 1 to 6:
1. O -0.286
2. O -0.098
3. N -0.151
4. C 0.460
5. C -0.722
6. H 0.257


iii:
This record from the OMol25 dataset describes the molecule C2H3NO2. The level of theory is wB97M-V/def2-TZVPD.

Structure (ORCA input):
```
! RIJCOSX wB97M-V def2-TZVPD def2/J DEFGRID3
* xyz 0 1
O 0.9875 0.4225 -1.1259
O -0.5155 1.2068 1.0038
N 0.3905 -0.7868 -0.9355
C -0.3518 -0.9003 0.0629
C -0.6590 0.0172 1.1709
H -0.9032 -1.9053 -0.0027
H -0.8945 -0.6091 2.1805
H 1.3528 0.2859 -2.0550
*
```

The HOMO-LUMO gap is 9.76 eV. Its SMILES is O=C/C=N\O. The HOMO energy comes out at -9.86 eV. As for the molar mass: 73.05 u.

Atom charges from the natural (NBO) analysis, given in e for atoms 1 to 6:
1. O -0.519
2. O -0.464
3. N -0.071
4. C -0.110
5. C 0.364
6. H 0.199


Going by the energies, i is most stable and the next is 6.4 kcal/mol up.


i:
This record from the OMol25 dataset describes the molecule C2H3NO2. The level of theory is wB97M-V/def2-TZVPD.

Structure (ORCA input):
```
! RIJCOSX wB97M-V def2-TZVPD def2/J DEFGRID3
* xyz 0 1
O -0.6624 -0.2138 2.1905
O -0.2180 0.3759 0.0595
N 0.3880 -0.2036 -1.0703
C 0.9062 0.5022 -2.0412
C -0.4428 -0.4925 1.0437
H 0.7430 1.6423 -2.3762
H -0.2048 -1.4702 0.7398
H 1.0082 -0.1024 -2.8869
*
```

The HOMO-LUMO gap is 11.22 eV. Its SMILES is C=NOC=O. The HOMO energy comes out at -10.90 eV. As for the molar mass: 73.05 u.

Atom charges from the natural (NBO) analysis, given in e for atoms 1 to 6:
1. O -0.530
2. O -0.375
3. N -0.121
4. C -0.121
5. C 0.645
6. H 0.192


ii:
This record from the OMol25 dataset describes the molecule C2H3NO2. The level of theory is wB97M-V/def2-TZVPD.

Structure (ORCA input):
```
! RIJCOSX wB97M-V def2-TZVPD def2/J DEFGRID3
* xyz 0 1
O -1.5196 -1.1647 -0.1557
O 1.3123 -1.1296 -0.1044
N 1.2592 0.2564 -0.0627
C 0.0816 0.7680 -0.1836
C -1.2535 0.0287 0.0193
H -2.1451 0.7611 0.3778
H 2.2851 -1.3646 0.3403
H -0.0199 1.8448 -0.2309
*
```

The HOMO-LUMO gap is 9.51 eV. Its SMILES is O=C/C=N\O. The HOMO energy comes out at -9.77 eV. As for the molar mass: 73.05 u.

Atom charges from the natural (NBO) analysis, given in e for atoms 1 to 6:
1. O -0.479
2. O -0.521
3. N -0.057
4. C -0.107
5. C 0.357
6. H 0.116


iii:
This record from the OMol25 dataset describes the molecule C2H3NO2. The level of theory is wB97M-V/def2-TZVPD.

Structure (ORCA input):
```
! RIJCOSX wB97M-V def2-TZVPD def2/J DEFGRID3
* xyz 0 1
O -1.0799 -1.0506 1.8433
O -0.8716 0.5783 0.4080
N -1.5870 -0.0759 1.4478
C 0.6374 0.1855 -1.1917
C 0.3962 0.1024 0.0848
H -0.1208 0.7779 -1.7521
H 1.0210 -0.5373 0.8576
H 1.6046 0.0197 -1.6978
*
```

The HOMO-LUMO gap is 10.06 eV. Its SMILES is C=CON=O. The HOMO energy comes out at -10.06 eV. As for the molar mass: 73.05 u.

Atom charges from the natural (NBO) analysis, given in e for atoms 1 to 6:
1. O -0.280
2. O -0.396
3. N 0.404
4. C -0.431
5. C 0.050
6. H 0.214


iv:
This record from the OMol25 dataset describes the molecule C2H3NO2. The level of theory is wB97M-V/def2-TZVPD.

Structure (ORCA input):
```
! RIJCOSX wB97M-V def2-TZVPD def2/J DEFGRID3
* xyz 0 1
O 0.0709 1.5166 0.0531
O 1.2434 -0.7686 -0.8664
N -0.9105 0.7715 0.5929
C 0.3364 -1.2258 -0.2165
C -0.7940 -0.4990 0.4082
H -0.1473 2.4023 0.3802
H -1.5696 -1.1148 0.8870
H 0.3220 -2.3238 -0.0610
*
```

The HOMO-LUMO gap is 9.61 eV. Its SMILES is O=C/C=N\O. The HOMO energy comes out at -9.81 eV. As for the molar mass: 73.05 u.

Atom charges from the natural (NBO) analysis, given in e for atoms 1 to 6:
1. O -0.500
2. O -0.474
3. N -0.046
4. C 0.351
5. C -0.130
6. H 0.481


Going by the energies, iv is most stable and the next is 11.0 kcal/mol up.